Record 1
Below is a structure of composition C36H41N3O2P2RbSSi, with properties calculated with wB97M-V/def2-TZVPD.

Geometry (Å):
Rb1 -3.2873 -0.0446 -0.3072
C1 -3.7845 6.0747 0.2895
Si1 -1.9919 5.8460 0.7765
C2 -0.8336 6.2419 -0.6437
C3 -1.6411 7.1719 2.0846
C4 -1.6578 4.1914 1.5912
C5 -1.2022 4.1049 2.8933
C6 -0.9807 2.8656 3.4953
C7 -1.2498 1.7439 2.7400
N1 -1.6832 1.7735 1.4808
C8 -1.8781 2.9711 0.8831
S1 -2.3799 3.0267 -0.7720
H1 -3.9565 7.1039 -0.0331
H2 -4.4329 5.8763 1.1446
H3 -4.0623 5.3952 -0.5133
H4 -1.0495 7.2423 -1.0239
H5 -0.9376 5.5218 -1.4534
H6 0.2032 6.2340 -0.3023
H7 -1.8291 8.1607 1.6620
H8 -0.6025 7.1510 2.4192
H9 -2.2805 7.0625 2.9618
H10 -1.0140 5.0081 3.4618
H11 -0.6247 2.7786 4.5131
H12 -1.1141 0.7505 3.1635
N2 -2.8232 -1.6877 -3.0496
C9 -4.1767 -2.1479 -3.3923
C10 -4.7825 -2.9173 -2.2294
C11 -5.0210 -2.0071 -1.0103
O1 -5.5424 -0.8934 -1.2337
O2 -4.6167 -2.4236 0.1030
H13 -2.4639 -1.0583 -3.7586
H14 -2.1789 -2.4697 -2.9885
H15 -4.1950 -2.7629 -4.3052
H16 -4.7916 -1.2637 -3.5666
H17 -4.1338 -3.7449 -1.9313
H18 -5.7441 -3.3396 -2.5350
C12 2.0662 -0.8266 0.9754
N3 1.1530 -1.2627 -0.0762
P1 0.1033 -2.6128 0.1353
C13 1.3106 -3.9824 0.4398
C14 1.8994 -4.4934 -0.7175
C15 2.8697 -5.4794 -0.6612
C16 3.2502 -6.0029 0.5662
C17 2.6441 -5.5398 1.7238
C18 1.6832 -4.5390 1.6611
C19 -0.6551 -2.4214 1.7959
C20 -0.0132 -2.1923 3.0194
C21 -0.7292 -2.1663 4.2042
C22 -2.1015 -2.3853 4.1990
C23 -2.7519 -2.6218 3.0012
C24 -2.0352 -2.6307 1.8110
P2 1.4175 -0.8467 -1.7213
C25 3.0874 -1.5291 -2.1210
C26 4.2389 -1.3273 -1.3591
C27 5.4371 -1.9271 -1.7103
C28 5.5138 -2.7204 -2.8482
C29 4.3875 -2.9058 -3.6331
C30 3.1855 -2.3161 -3.2646
C31 1.8474 0.9216 -1.5585
C32 1.0716 1.7400 -0.7421
C33 1.3192 3.1023 -0.6748
C34 2.3314 3.6651 -1.4362
C35 3.0949 2.8610 -2.2723
C36 2.8562 1.4971 -2.3323
H19 2.7548 -1.6269 1.2723
H20 1.5015 -0.4909 1.8436
H21 2.6472 0.0275 0.6310
H22 1.5879 -4.1036 -1.6774
H23 3.3240 -5.8422 -1.5742
H24 4.0046 -6.7773 0.6187
H25 2.9205 -5.9568 2.6842
H26 1.2124 -4.2076 2.5758
H27 1.0566 -2.0497 3.0633
H28 -0.2120 -1.9799 5.1370
H29 -2.6570 -2.3631 5.1279
H30 -3.8224 -2.7701 2.9607
H31 -2.5893 -2.7836 0.8918
H32 4.2055 -0.6850 -0.4893
H33 6.3170 -1.7682 -1.1003
H34 6.4524 -3.1839 -3.1243
H35 4.4417 -3.5106 -4.5294
H36 2.3014 -2.4693 -3.8728
H37 0.2575 1.3218 -0.1620
H38 0.6965 3.7204 -0.0431
H39 2.5142 4.7310 -1.3914
H40 3.8800 3.2958 -2.8783
H41 3.4638 0.8784 -2.9816

Summary:
- relative energy (zero: lowest compared OMol25 entry of this formula, charge and spin) (kJ/mol) = 0.0
- total charge = -1
- calculated total energy (a.u.) = -3105.8447
- Kohn-Sham gap (eV) = 6.4
- LUMO energy (eV) = 2.20
- 2S+1 = 1

=====

Record 2
Below is an isolated molecule of C3H5BO2, with properties calculated with wB97M-V/def2-TZVPD.

Geometry (Å):
B1 -0.2696 -0.0353 -0.0855
C1 -3.0700 0.3233 0.2139
C2 -1.8914 0.1827 -0.0517
C3 1.3878 0.7606 -0.2493
O1 -0.1368 -1.3353 -0.0306
O2 2.3207 -0.2113 0.1623
H1 -4.0906 0.1630 0.4538
H2 1.4062 1.0975 -1.3548
H3 1.7038 1.5480 0.4425
H4 0.7353 -1.7228 -0.2751
H5 1.9045 -0.7706 0.7745

Summary:
- relative energy (zero: lowest compared OMol25 entry of this formula, charge and spin) (kJ/mol) = 350.3
- calculated total energy (a.u.) = -292.5654
- Kohn-Sham gap (eV) = 10.7
- LUMO energy (eV) = 0.46
- SMILES = C#CB(O)CO
- 2S+1 = 1

=====

Record 3
Below is a cluster of 2 separate species, C4H8NS in total, with properties calculated with wB97M-V/def2-TZVPD.

Geometry (Å):
C1 -2.5992 -0.1629 -0.2192
C2 -3.3915 -0.9796 0.3394
C3 -1.8067 0.7991 -0.7018
C4 2.8044 -0.4023 0.2817
N1 2.0157 0.6917 -0.2227
S1 -0.4213 0.9345 0.2826
H1 -3.9186 -1.7317 -0.0430
H2 -3.6240 -0.9113 1.3955
H3 -2.2180 1.5300 -1.4045
H4 3.6594 -0.0973 0.9061
H5 2.2381 -1.0116 0.9044
H6 3.2178 -0.9342 -0.6431
H7 2.1612 0.6734 -1.2320
H8 1.8827 1.6021 0.3565

Summary:
- relative energy (zero: lowest compared OMol25 entry of this formula, charge and spin) (kJ/mol) = 370.9
- total charge = +1
- calculated total energy (a.u.) = -609.7287
- Kohn-Sham gap (alpha / beta) (eV) = 7.2 / 7.2
- LUMO energy (alpha / beta) (eV) = -6.69 / -6.69
- 2S+1 = 1